Formula: C3H11NSi
Source: OMol25
Level of theory: ωB97M-V with the def2-TZVPD basis set

- ΔE to the lowest compared entry with this formula, charge and spin (kJ/mol) = 274.8
- HOMO level (eV) = -7.16
- frontier orbital gap (eV) = 7.794

```
16
C3H11NSi | OMol25 | ωB97M-V with the def2-TZVPD basis set
C 1.58 0.73 0.79
C 0.84 -0.46 -1.46
C 0.87 -0.35 0.06
N -2.43 0.04 -1.16
Si -1.95 -0.17 0.51
H 2.72 0.65 0.81
H 1.47 1.68 0.30
H 1.18 0.89 1.86
H -0.04 0.07 -1.85
H 0.64 -1.39 -1.88
H 1.86 -0.20 -1.85
H 0.94 -1.38 0.47
H -1.73 0.24 -1.85
H -3.09 -0.51 -1.57
H -2.29 -1.54 1.05
H -2.04 0.94 1.40
```

Formula: C3H11O2S
Source: OMol25
Level of theory: ωB97M-V with the def2-TZVPD basis set

- ΔE to the lowest compared entry with this formula, charge and spin (kJ/mol) = 492.2
- HOMO level (eV) = -4.14
- net charge = -1
- frontier orbital gap (eV) = 6.627

```
17
C3H11O2S | OMol25 | ωB97M-V with the def2-TZVPD basis set
C 0.65 1.20 0.86
C 0.52 0.28 -0.31
C 1.85 -0.10 -0.94
S 2.65 -1.37 0.07
H 1.58 1.00 1.40
H 0.66 2.27 0.63
H -0.14 1.01 1.57
H -0.28 0.52 -1.00
H 0.26 -0.78 0.14
H 1.72 -0.47 -1.96
H 2.54 0.74 -0.96
H 0.06 -1.53 0.45
H -2.66 -0.59 1.78
O -1.94 -0.25 1.26
H -2.46 -1.39 -1.25
H -2.47 -0.13 -0.37
O -2.54 -0.42 -1.36
```

Formula: C3H11O3
Source: OMol25
Level of theory: ωB97M-V with the def2-TZVPD basis set

- ΔE to the lowest compared entry with this formula, charge and spin (kJ/mol) = 53.0
- HOMO level (eV) = -3.59
- net charge = -1
- frontier orbital gap (eV) = 7.671

```
17
C3H11O3 | OMol25 | ωB97M-V with the def2-TZVPD basis set
C -0.99 0.08 -0.19
O -0.37 -1.07 0.27
C -0.04 1.27 -0.43
C -0.81 2.61 -0.27
H -1.51 -0.14 -1.16
H -1.80 0.46 0.50
H 0.82 1.23 0.25
H 0.25 1.16 -1.48
H -0.39 3.44 -0.82
H -1.92 2.55 -0.55
H -0.73 2.67 0.82
H 1.80 -1.94 -1.71
H 0.46 -1.42 -1.18
O 0.96 -1.62 -2.03
H 0.43 -1.36 1.76
H 1.41 -0.30 2.34
O 0.91 -1.08 2.58
```

Formula: C3H11O4S
Source: OMol25
Level of theory: ωB97M-V with the def2-TZVPD basis set

- ΔE to the lowest compared entry with this formula, charge and spin (kJ/mol) = 124.6
- HOMO level (eV) = -3.33
- net charge = -1
- frontier orbital gap (eV) = 6.814

```
19
C3H11O4S | OMol25 | ωB97M-V with the def2-TZVPD basis set
O 2.95 0.02 0.25
C 2.09 0.65 0.84
C 1.45 1.94 0.30
C 0.58 1.49 -0.86
S -0.51 0.16 -0.28
H 1.83 0.35 1.88
H 0.89 2.32 1.17
H 2.24 2.65 0.01
H 0.08 2.21 -1.50
H 1.33 1.06 -1.55
H 1.58 -2.06 -1.62
H 1.32 -1.99 -3.19
O 1.46 -2.54 -2.45
H -2.10 -1.63 1.04
H -3.26 -2.00 1.79
O -2.33 -2.20 1.79
H -2.89 1.39 0.84
H -4.11 0.42 0.19
O -3.76 0.97 0.87
```

Formula: C3H11OPSi
Source: OMol25
Level of theory: ωB97M-V with the def2-TZVPD basis set

- ΔE to the lowest compared entry with this formula, charge and spin (kJ/mol) = 383.1
- HOMO level (eV) = -7.74
- frontier orbital gap (eV) = 8.254
- SMILES = C=[Si](C)C.OP

```
17
C3H11OPSi | OMol25 | ωB97M-V with the def2-TZVPD basis set
C 2.75 -1.03 0.97
Si 1.51 -0.36 -0.07
C 1.52 -0.70 -1.99
C -0.27 0.45 0.08
H 3.81 -0.88 0.69
H 2.46 -1.32 1.98
H 1.27 -1.70 -2.13
H 0.91 -0.07 -2.59
H 2.45 -0.63 -2.46
H -0.89 -0.05 -0.63
H -0.49 0.05 1.03
H -0.40 1.51 0.22
O -3.79 -0.06 -0.56
P -3.37 0.16 1.04
H -4.71 0.29 -0.61
H -4.28 -0.71 1.67
H -4.08 1.26 1.36
```

Formula: C3H11P2S
Source: OMol25
Level of theory: ωB97M-V with the def2-TZVPD basis set

- ΔE to the lowest compared entry with this formula, charge and spin (kJ/mol) = 250.4
- HOMO level (spin up / spin down) (eV) = -13.38 / -13.11
- net charge = +1
- frontier orbital gap (spin up / spin down) (eV) = 6.392 / 6.742

```
17
C3H11P2S | OMol25 | ωB97M-V with the def2-TZVPD basis set
C -1.31 -0.27 1.91
C -0.45 -1.65 -0.43
C 2.94 0.92 -0.73
P -2.30 1.24 -0.57
P -0.64 0.11 0.26
S 1.89 1.84 0.30
H -2.00 -1.22 1.83
H -1.81 0.53 2.44
H -0.39 -0.56 2.59
H 0.58 -1.67 -0.82
H -1.17 -1.76 -1.28
H -0.68 -2.24 0.45
H 3.29 1.57 -1.58
H 2.48 0.01 -1.19
H 3.71 0.71 0.00
H -1.60 2.08 -1.37
H -2.54 0.37 -1.80
```

Formula: C3H12AlN6O3
Source: OMol25
Level of theory: ωB97M-V with the def2-TZVPD basis set

- ΔE to the lowest compared entry with this formula, charge and spin (kJ/mol) = 0.0
- HOMO level (spin up / spin down) (eV) = -23.21 / -23.17
- net charge = +4
- spin multiplicity = 2
- frontier orbital gap (spin up / spin down) (eV) = 5.634 / 5.233

```
25
C3H12AlN6O3 | OMol25 | ωB97M-V with the def2-TZVPD basis set
Al -1.33 0.84 -1.40
C 1.04 -1.23 1.00
O 0.82 -0.44 0.12
N 1.50 -2.48 0.79
N 1.03 -0.92 2.26
H 2.15 -2.93 1.42
H 1.35 -2.94 -0.10
H 1.27 -1.62 2.95
H 0.97 0.05 2.52
C -3.35 0.34 2.10
O -2.43 0.48 1.32
N -4.55 0.11 1.76
N -3.22 0.25 3.38
H -5.14 -0.35 2.44
H -4.74 0.15 0.77
H -4.01 -0.07 3.93
H -2.26 0.24 3.72
C 2.16 1.44 -3.42
O 1.22 1.67 -2.67
N 2.34 0.26 -3.96
N 3.14 2.28 -3.63
H 1.89 -0.50 -3.48
H 3.21 0.09 -4.46
H 3.03 3.10 -3.05
H 3.90 2.18 -4.29
```

Formula: C3H12BaFO3
Source: OMol25
Level of theory: ωB97M-V with the def2-TZVPD basis set

- HOMO level (eV) = -11.65
- net charge = +1
- frontier orbital gap (eV) = 5.529

```
20
C3H12BaFO3 | OMol25 | ωB97M-V with the def2-TZVPD basis set
Ba 4.01 -1.90 0.99
F 1.53 -1.02 0.27
C -1.11 -1.34 -2.09
O 0.26 -1.63 -2.08
H -1.68 -1.86 -2.86
H -1.56 -1.79 -1.20
H -1.30 -0.27 -2.09
H 0.72 -1.30 -1.30
C -1.01 0.11 2.26
O -1.05 -0.62 1.04
H -0.39 -0.41 2.99
H -0.55 1.10 2.24
H -2.00 0.21 2.70
H -0.14 -0.82 0.81
C 0.48 2.20 -0.44
O 1.68 1.79 0.12
H -0.24 1.45 -0.09
H 0.34 3.25 -0.18
H 0.49 1.96 -1.50
H 1.53 0.88 0.39
```

Formula: C3H12IN6O3
Source: OMol25
Level of theory: ωB97M-V with the def2-TZVPD basis set

- ΔE to the lowest compared entry with this formula, charge and spin (kJ/mol) = 38.3
- HOMO level (spin up / spin down) (eV) = -9.95 / -9.94
- spin multiplicity = 2
- frontier orbital gap (spin up / spin down) (eV) = 9.921 / 5.006

```
25
C3H12IN6O3 | OMol25 | ωB97M-V with the def2-TZVPD basis set
I -3.95 14.88 -15.57
C -0.84 11.57 -15.48
O 0.12 10.85 -15.34
N -2.04 11.28 -15.06
N -0.88 12.76 -16.06
H -2.15 10.37 -14.63
H -2.76 11.99 -15.11
H -1.80 13.18 -16.15
H -0.04 13.23 -16.36
C -7.67 17.28 -16.25
O -8.52 18.12 -16.32
N -6.90 16.95 -17.23
N -7.34 16.59 -15.19
H -5.93 16.69 -17.09
H -7.23 17.31 -18.11
H -7.80 16.77 -14.31
H -6.58 15.93 -15.12
C -5.34 10.61 -14.45
O -6.05 10.43 -15.43
N -4.85 9.67 -13.77
N -4.96 11.75 -14.12
H -5.15 8.79 -14.15
H -4.14 9.79 -13.06
H -5.04 12.47 -14.82
H -4.52 11.95 -13.23
```

Formula: C3H12N
Source: OMol25
Level of theory: ωB97M-V with the def2-TZVPD basis set

- ΔE to the lowest compared entry with this formula, charge and spin (kJ/mol) = 130.8
- HOMO level (spin up / spin down) (eV) = -21.48 / -21.09
- net charge = +2
- spin multiplicity = 2
- frontier orbital gap (spin up / spin down) (eV) = 13.268 / 6.357

```
16
C3H12N | OMol25 | ωB97M-V with the def2-TZVPD basis set
N -1.27 -1.33 -2.12
H -1.98 -1.01 -2.88
H -1.86 -1.78 -1.35
H -0.69 -2.15 -2.45
H -0.61 -0.64 -1.73
C 1.89 0.15 0.75
C 0.38 0.14 1.13
C -0.49 1.53 1.13
H 2.05 0.56 -0.30
H 2.25 -0.87 0.51
H 2.49 0.71 1.53
H 0.16 -0.41 2.12
H -0.30 -0.57 0.43
H -1.57 1.49 1.03
H -0.13 2.15 1.97
H -0.33 2.03 0.21
```

Formula: C3H12N2
Source: OMol25
Level of theory: ωB97M-V with the def2-TZVPD basis set

- ΔE to the lowest compared entry with this formula, charge and spin (kJ/mol) = 197.8
- HOMO level (eV) = -9.01
- frontier orbital gap (eV) = 10.021
- SMILES = CNC.CN

```
17
C3H12N2 | OMol25 | ωB97M-V with the def2-TZVPD basis set
C 2.17 0.54 0.14
N 1.15 -0.60 0.19
C 1.81 -1.81 0.58
H 2.85 0.63 0.94
H 2.83 0.55 -0.77
H 1.56 1.47 0.16
H 0.78 -0.69 -0.77
H 2.14 -1.68 1.57
H 2.67 -2.25 -0.19
H 1.31 -2.75 0.38
C -3.18 0.93 0.05
N -1.89 1.17 -0.67
H -3.48 0.12 0.61
H -3.95 0.87 -0.75
H -3.59 1.94 0.46
H -1.20 0.50 -0.25
H -2.01 1.06 -1.67
```

Formula: C3H12N2
Source: OMol25
Level of theory: ωB97M-V with the def2-TZVPD basis set

- ΔE to the lowest compared entry with this formula, charge and spin (kJ/mol) = 120.2
- HOMO level (eV) = -9.20
- frontier orbital gap (eV) = 10.250
- SMILES = CCN.CN

```
17
C3H12N2 | OMol25 | ωB97M-V with the def2-TZVPD basis set
C -0.30 -4.61 0.96
C -0.13 -3.22 1.69
N -1.33 -2.37 1.50
H -1.35 -4.86 0.95
H -0.02 -4.34 -0.07
H 0.46 -5.30 1.32
H -0.16 -3.32 2.78
H 0.90 -2.78 1.57
H -1.60 -2.46 0.53
H -1.08 -1.44 1.84
C 0.52 5.03 -2.35
N 1.30 4.95 -1.14
H -0.48 4.66 -2.50
H 0.96 4.57 -3.27
H 0.49 6.09 -2.64
H 0.81 5.44 -0.38
H 1.01 3.96 -0.79
```

Formula: C3H12N2
Source: OMol25
Level of theory: ωB97M-V with the def2-TZVPD basis set

- ΔE to the lowest compared entry with this formula, charge and spin (kJ/mol) = 217.2
- HOMO level (eV) = -8.33
- frontier orbital gap (eV) = 9.370
- SMILES = CNC.CN

```
17
C3H12N2 | OMol25 | ωB97M-V with the def2-TZVPD basis set
C -0.62 -0.09 2.20
N -0.13 0.85 1.20
C 1.33 0.73 1.09
H -0.86 -1.11 1.60
H 0.04 -0.45 2.87
H -1.55 0.33 2.59
H -0.25 1.79 1.66
H 1.63 0.03 0.38
H 1.69 0.58 2.17
H 1.48 1.78 0.55
C -0.03 -0.68 -2.81
N -0.80 -1.00 -1.64
H -0.37 0.50 -2.96
H -0.37 -1.30 -3.56
H 1.03 -0.58 -2.70
H -0.47 -0.48 -0.85
H -1.76 -0.91 -1.79
```